Record 1
Entry from OMol25: C44H36F4I2IrN12O2P as an isolated structure in a non-equilibrium geometry (wB97M-V/def2-TZVPD).

Last column: Löwdin spin population.
Geometry (Å):
C (1.168, -4.952, 1.141)  0.01
C (-6.175, 0.972, 4.889)  0.03
N (3.512, -0.687, -1.636)  0.01
N (1.649, -2.226, -2.905)  0.02
H (1.916, 4.198, 0.504)  0.00
C (0.735, 3.846, -2.644)  0.00
H (-4.443, -1.244, -4.051)  0.00
C (0.453, -3.042, -2.656)  0.01
H (2.874, -6.521, 3.535)  0.00
H (0.689, 1.935, -3.624)  0.01
C (-1.462, 6.203, -1.867)  0.17
H (-4.027, 4.051, 1.567)  0.00
H (0.353, 4.021, -4.639)  0.00
H (6.366, 0.467, -0.302)  0.00
H (2.662, -3.601, -1.691)  0.00
N (1.523, -3.700, 3.771)  0.20
H (0.581, -4.039, -3.087)  0.00
H (-1.493, -4.344, -3.901)  0.00
N (0.808, -1.031, 0.011)  0.13
C (-2.035, 4.918, -1.777)  0.10
C (1.627, 3.737, -0.426)  0.00
C (1.109, 4.491, -1.460)  0.00
C (4.398, 0.134, -1.058)  0.01
H (1.705, -2.060, -3.915)  0.01
C (2.895, -2.897, -2.498)  0.00
N (0.213, 4.492, -3.750)  0.00
H (-3.257, 3.602, -0.651)  0.00
F (-3.663, 1.579, 5.075)  0.02
F (-2.425, -1.150, 0.544)  -0.01
C (0.805, -4.938, 3.528)  0.01
C (0.168, -0.443, 0.800)  0.04
C (-2.745, -0.467, 1.660)  -0.01
C (-3.051, -2.889, -4.070)  0.18
H (-2.740, 7.524, 0.988)  0.00
N (1.328, 2.052, 2.529)  0.03
C (-5.787, 0.293, 3.725)  0.30
C (-6.842, -0.278, 3.004)  0.03
H (1.827, -1.787, 3.025)  0.00
O (-0.369, -0.151, -2.631)  0.27
H (3.325, -3.471, -3.325)  0.00
N (1.396, -5.606, 2.384)  0.05
P (1.998, -3.230, 1.034)  0.12
Ir (1.549, -0.315, -2.072)  0.83
C (1.332, -2.723, 2.741)  0.05
I (-2.971, 1.302, -2.946)  0.03
H (2.199, 1.779, 0.220)  0.00
H (5.511, -3.353, -2.036)  0.00
H (4.260, -2.926, 2.022)  0.00
C (-3.399, 0.913, 3.959)  0.07
H (-4.727, 5.676, 1.596)  0.02
C (-1.168, -1.074, -3.011)  0.09
C (1.790, 2.370, -0.586)  0.00
H (0.892, -5.585, 4.404)  0.00
H (0.095, -4.829, 0.975)  0.00
C (-1.723, 0.241, 2.315)  0.09
C (-0.377, 0.295, 1.813)  0.07
H (4.052, 1.124, -0.808)  0.00
H (2.992, -4.622, 4.933)  0.00
H (0.260, -2.526, 2.625)  0.01
O (-0.017, 6.322, -5.046)  0.05
C (-0.133, 5.821, -3.966)  0.01
C (-1.769, 7.156, -0.868)  0.09
C (6.131, -1.501, -1.141)  0.00
C (-3.793, 5.111, 1.555)  0.05
C (-3.030, 5.494, 0.351)  0.22
C (0.543, 1.252, 2.277)  0.01
H (-1.914, 4.211, -2.581)  0.00
H (1.574, -5.560, 0.329)  0.01
C (-4.051, -0.470, 2.106)  0.07
C (-2.509, -0.699, -3.328)  0.12
C (-2.802, 4.581, -0.691)  0.04
C (5.702, -0.230, -0.785)  0.00
C (-1.761, -3.312, -3.735)  0.02
H (3.451, -3.035, 4.269)  0.00
C (3.917, -1.931, -1.955)  0.01
H (4.186, -4.367, 0.986)  0.01
H (7.147, -1.815, -0.960)  0.00
C (2.800, -5.877, 2.653)  0.03
N (-7.707, -0.715, 2.388)  0.17
C (-2.099, 0.923, 3.489)  -0.01
C (-4.439, 0.239, 3.272)  0.01
F (-1.174, 1.594, 4.174)  -0.01
H (-0.251, -4.734, 3.338)  0.00
N (-0.630, 6.567, -2.885)  0.20
I (-4.417, -4.259, -4.887)  0.13
C (-2.525, 6.801, 0.217)  0.03
C (3.670, -3.812, 1.773)  0.07
C (2.920, -3.967, 4.062)  0.01
N (1.455, 1.742, -1.715)  0.02
H (0.356, -3.142, -1.567)  0.00
C (5.220, -2.358, -1.737)  0.00
H (1.025, 5.560, -1.361)  0.00
H (-0.547, 7.568, -3.052)  0.00
N (-6.517, 1.544, 5.824)  0.17
C (0.944, 2.462, -2.715)  0.02
N (3.506, -4.633, 2.916)  0.32
F (-4.947, -1.163, 1.407)  0.02
C (-3.438, -1.570, -3.831)  -0.01
H (-1.382, 8.159, -0.953)  0.00
H (-3.246, 5.382, 2.459)  0.01
C (-0.836, -2.457, -3.179)  0.09
H (3.250, -6.393, 1.801)  0.00

## Properties
HOMO (alpha / beta), eV: -13.25 / -14.14
F_max, eV/A: 1.47
Multiplicity: 6
Orbital gap (alpha / beta), eV: 6.28 / 3.67
Molecular weight, g mol⁻¹: 1317.85
Charge: +3


Record 2
Entry from OMol25: C44H37As2BiN5O4 as an isolated structure (wB97M-V/def2-TZVPD).

Last column: Löwdin charge in e.
Geometry (Å):
H (0.058, -3.422, 1.786)  0.06
H (-5.555, -3.415, 4.713)  0.11
C (3.455, -2.422, 0.980)  -0.39
H (-1.235, -3.382, 0.612)  0.07
H (2.729, 0.585, 5.680)  0.11
C (3.338, 3.356, 1.027)  -0.02
C (-4.971, 1.949, -1.579)  -0.01
C (0.140, -0.670, 3.086)  -0.44
C (-6.256, 3.326, 0.470)  -0.06
C (-4.963, -2.153, 3.084)  -0.08
H (0.078, -2.162, -1.016)  0.01
H (-0.472, 1.388, 2.956)  0.08
As (-1.142, -1.153, 1.698)  1.25
C (4.449, -4.539, 1.559)  -0.07
C (-2.355, -2.755, 3.830)  -0.10
C (-3.895, -1.613, 2.379)  -0.13
N (-1.004, 0.178, -3.413)  -0.01
C (5.574, -2.497, 2.133)  -0.08
C (2.005, 0.236, 4.954)  -0.08
C (-1.119, 1.195, -4.268)  -0.20
C (0.615, -2.581, -0.162)  -0.47
C (1.123, 1.130, 4.363)  -0.09
H (4.077, 0.570, -0.705)  0.09
H (2.633, -1.814, 5.080)  0.11
H (-1.335, -1.826, -3.063)  0.11
C (-3.421, -3.294, 4.534)  -0.07
C (2.121, -1.327, -2.711)  -0.14
C (-0.630, 2.553, -3.827)  -0.43
N (1.710, 2.490, -0.458)  -0.04
C (2.042, 3.406, -1.364)  -0.19
H (1.050, -3.517, -0.515)  0.06
H (-4.454, 1.419, -2.364)  0.11
C (5.532, -3.884, 2.127)  -0.08
C (-1.412, -1.031, -3.795)  -0.12
H (3.822, 3.311, 1.993)  0.12
As (2.041, -1.291, 0.276)  1.24
C (3.633, 0.171, -1.611)  -0.14
C (2.333, 2.458, 0.721)  -0.13
C (-1.640, 1.046, -5.542)  0.03
Bi (-0.119, 1.034, -1.134)  1.82
C (3.421, 0.232, -4.006)  -0.07
H (-6.755, 3.859, 1.268)  0.11
C (-4.887, 3.133, 0.538)  -0.01
H (-6.907, 1.775, -2.468)  0.11
C (-6.343, 2.154, -1.627)  -0.06
H (-5.977, -1.913, 2.795)  0.11
C (-2.036, -0.219, -5.946)  -0.02
C (3.415, -3.812, 0.985)  -0.10
N (-2.144, 2.798, 0.422)  0.03
C (-1.922, -1.278, -5.058)  -0.03
H (1.001, -2.616, 3.451)  0.09
H (2.585, -4.348, 0.543)  0.09
C (-6.985, 2.839, -0.607)  -0.07
C (1.016, -1.561, 3.698)  -0.13
H (-1.342, -2.982, 4.141)  0.09
C (-4.267, 2.446, -0.497)  -0.16
N (0.215, 2.531, -2.707)  -0.05
H (6.339, -4.453, 2.569)  0.11
H (3.280, 5.045, -1.917)  0.13
C (1.949, -1.111, 4.621)  -0.07
H (1.410, -2.144, -2.697)  0.09
C (3.046, 4.330, -1.141)  0.03
C (-0.372, -2.823, 0.981)  -0.44
C (2.681, -0.849, -1.528)  -0.43
H (-4.084, -0.951, 1.540)  0.09
C (4.009, 0.700, -2.836)  -0.07
H (4.409, -5.621, 1.558)  0.11
N (-2.841, 2.226, -0.458)  -0.19
C (0.199, 0.679, 3.428)  -0.14
C (1.280, 3.417, -2.668)  -0.44
H (4.487, 5.015, 0.293)  0.12
O (-0.887, 2.533, 0.365)  -0.31
H (2.033, -1.169, -4.848)  0.11
C (-2.588, -1.916, 2.745)  -0.41
H (4.751, 1.487, -2.879)  0.11
H (-1.716, 1.913, -6.181)  0.13
H (3.699, 0.658, -4.961)  0.11
H (4.560, -0.687, 1.614)  0.09
H (-3.235, -3.945, 5.378)  0.11
C (-4.725, -2.994, 4.160)  -0.08
H (2.016, 1.693, 1.420)  0.09
C (3.702, 4.302, 0.079)  -0.02
H (6.412, -1.980, 2.582)  0.11
C (2.484, -0.786, -3.941)  -0.08
O (1.651, 4.119, -3.573)  0.13
H (-2.434, -0.376, -6.940)  0.12
H (1.153, 2.180, 4.627)  0.11
H (-2.227, -2.278, -5.331)  0.11
H (-4.313, 3.505, 1.373)  0.11
O (-0.950, 3.541, -4.428)  0.15
C (4.533, -1.771, 1.574)  -0.13
O (-2.322, 1.427, -1.368)  -0.28
H (-8.054, 2.995, -0.650)  0.11

## Properties
HOMO, eV: -10.91
F_max, eV/A: 0.18
Orbital gap, eV: 8.16
Molecular weight, g mol⁻¹: 1058.63
Charge: +1